{"formula": "C39H44Cl2N5O9S", "method": "ωB97M-V with the def2-TZVPD basis set", "symbols": ["C", "C", "C", "H", "H", "C", "C", "C", "H", "C", "N", "H", "O", "H", "C", "H", "H", "H", "H", "C", "H", "O", "H", "C", "H", "O", "C", "C", "H", "C", "H", "H", "C", "O", "H", "H", "N", "H", "C", "H", "H", "H", "O", "H", "H", "C", "C", "H", "H", "S", "C", "Cl", "H", "H", "H", "N", "C", "C", "H", "N", "O", "H", "H", "H", "C", "C", "H", "H", "H", "C", "C", "C", "H", "Cl", "C", "C", "H", "O", "C", "H", "C", "C", "H", "C", "C", "C", "H", "C", "H", "O", "N", "C", "H", "C", "C", "O", "H", "H", "C", "C"], "xyz": [[-4.40, -7.78, 2.82], [0.60, -1.61, 0.26], [0.26, -0.94, -3.03], [-0.84, 0.22, -1.44], [-0.63, -4.54, 1.31], [4.74, 2.57, -0.81], [3.61, 1.69, -1.50], [-7.32, -1.65, -1.03], [3.50, 1.04, 1.54], [2.59, 0.11, -3.75], [-2.11, -6.87, 2.72], [-8.79, -0.09, -1.10], [3.70, 1.90, 1.94], [3.65, 0.47, 4.44], [1.69, 1.64, 6.94], [7.20, -1.82, 0.05], [3.24, 0.98, -0.70], [-0.27, -0.54, -3.94], [1.15, 1.29, 7.81], [1.57, 6.22, -3.48], [-3.09, -5.62, 0.54], [0.88, 5.10, 7.02], [0.40, 7.77, -0.68], [2.37, 3.43, 5.47], [2.06, 7.22, -5.31], [-5.12, -4.34, -1.78], [1.49, -0.03, -2.63], [4.96, -0.88, -2.18], [1.84, 5.25, -3.86], [3.09, 2.52, 4.70], [-8.17, -2.22, -4.76], [0.63, 9.73, -2.14], [-8.28, -0.86, -1.66], [-1.84, -7.52, 3.70], [1.48, -2.79, 2.04], [-1.80, -1.10, -2.19], [-0.41, -1.74, -0.70], [-6.47, -3.62, -3.68], [-6.97, -2.85, -3.10], [2.72, 2.32, -1.79], [2.42, -0.31, 6.43], [4.75, 4.23, 0.71], [0.32, 3.51, 8.36], [1.06, 0.97, -2.32], [2.34, 0.85, -4.56], [-5.69, -7.86, 2.32], [0.73, -2.68, 1.23], [5.29, 1.90, -0.09], [2.15, 2.42, 0.67], [4.18, 0.62, -2.89], [1.10, 6.38, -2.18], [3.97, -2.40, -2.20], [2.56, 3.72, 1.83], [1.45, 9.46, -4.46], [2.36, 4.48, 5.19], [0.90, 3.93, 7.38], [1.70, 7.34, -4.29], [-1.06, -2.96, -0.35], [-5.38, -5.77, -0.34], [-5.68, -3.49, -1.10], [-1.33, -6.12, 2.15], [3.37, 4.30, -0.54], [-6.43, -8.49, 2.81], [2.77, -0.88, -4.25], [6.89, -2.15, -0.99], [-6.04, -7.14, 1.18], [-7.05, -7.19, 0.80], [1.29, -0.74, 0.23], [6.17, -3.00, -0.84], [1.67, 2.98, 6.58], [-6.68, -2.64, -1.76], [2.41, 0.74, 6.17], [-9.34, -0.46, -3.48], [7.24, 0.59, -1.67], [-3.81, -6.25, 1.04], [-5.10, -6.33, 0.54], [-4.14, -8.35, 3.70], [-5.47, -3.30, 0.08], [0.76, 7.64, -1.69], [3.63, 2.86, 3.83], [1.36, 8.59, -3.81], [-7.93, -2.06, -3.72], [7.81, -2.46, -1.54], [-3.47, -6.97, 2.18], [0.89, 8.75, -2.51], [-0.78, -0.85, -1.80], [1.99, -0.54, -1.76], [6.22, -0.90, -1.65], [0.52, -2.02, -3.11], [0.50, 5.38, -0.20], [0.94, 5.21, -1.32], [-8.59, -1.07, -3.00], [5.46, 3.05, -1.53], [3.10, 1.18, 5.05], [-0.41, -3.58, 0.79], [1.27, 4.12, -1.77], [-7.09, -1.48, 0.01], [-1.94, -3.35, -0.91], [3.99, 3.64, 0.12], [3.02, 2.93, 1.18]], "lowdin_charge": [-0.0025, -0.1514, -0.1464, 0.1319, 0.0550, -0.2268, -0.3487, 0.0002, 0.0874, -0.3073, -0.3300, 0.1115, -0.1103, 0.1024, -0.0002, 0.0999, 0.0858, 0.1246, 0.1211, -0.0071, 0.1132, 0.0742, 0.1242, 0.0035, 0.1117, 0.0444, -0.2825, -0.7777, 0.1129, -0.0726, 0.1107, 0.1154, -0.0611, 0.0921, 0.0907, 0.1278, -0.1333, 0.1192, -0.0026, 0.0888, 0.1089, 0.1282, 0.0809, 0.1156, 0.1137, -0.0645, -0.0460, 0.0860, 0.1198, 1.0997, -0.1478, 0.6852, 0.1269, 0.1143, 0.1180, -0.3508, -0.0605, -0.0732, 0.0681, -0.3369, 0.0299, 0.0911, 0.1091, 0.0936, -0.0946, -0.0587, 0.1090, 0.0896, 0.0618, -0.1447, -0.1442, -0.0629, 0.1107, 0.6871, 0.0129, -0.0659, 0.1198, 0.0884, 0.0065, 0.0794, -0.0567, -0.0630, 0.1003, -0.1390, -0.0520, -0.1405, 0.0517, -0.6701, 0.1246, 0.1031, -0.3385, -0.0659, 0.1057, -0.0711, -0.0584, 0.0153, 0.1212, 0.1099, -0.1389, -0.2293], "multiplicity": 1, "charge": 1, "gap_ev": 6.84}